No. 1
Formula: C4H11P4
Source: the OMol25 dataset
Level of theory: ωB97M-V/def2-TZVPD

Element x y z (Å)
P1 -0.011 2.786 -0.568
P2 -0.941 -0.204 1.521
P3 0.485 0.714 -0.106
P4 -2.466 1.132 0.574
C1 0.515 -0.019 -1.798
C2 2.142 0.619 0.590
C3 -1.651 2.694 0.262
C4 -1.261 -1.751 0.634
H1 -2.087 3.652 0.289
H2 -0.448 0.351 -2.269
H3 2.187 1.261 1.433
H4 0.622 -1.192 -1.885
H5 -3.093 1.553 1.762
H6 1.311 0.638 -2.197
H7 2.894 1.045 0.005
H8 -1.418 -1.622 -0.438
H9 -1.975 -2.542 1.190
H10 -0.374 -2.333 0.741
H11 2.259 -0.370 0.795

Force components x, y, z for each atom (eV/Å):
P -3.13 0.05 2.15
P 0.69 1.33 -1.03
P -0.48 -0.46 0.17
P -0.79 0.46 0.47
C -1.06 -0.87 0.26
C -1.65 2.04 -0.39
C 4.72 -1.44 -2.11
C -1.36 -2.10 0.80
H -1.10 0.89 0.16
H 1.02 -0.75 0.37
H -0.32 0.15 1.36
H 0.13 2.63 0.07
H -0.24 -0.15 0.08
H -0.03 -0.97 -0.41
H 1.17 0.19 -1.65
H -0.59 -0.26 0.24
H 0.89 2.34 -1.38
H 1.18 -0.32 -0.04
H 0.97 -2.76 0.88

Computed properties:
Charge   +1
HOMO-LUMO gap   7.49 eV
LUMO energy   -0.1815 Eh
Relative energy (zero: lowest compared OMol25 entry of this formula, charge and spin)   0.717 eV
Highest occupied orbital energy   -12.428 eV
Energy   -41473.0972 eV

---

No. 2
Formula: C4H11PS
Source: the OMol25 dataset
Level of theory: ωB97M-V/def2-TZVPD

Element x y z (Å)
S1 -0.136 1.100 -2.907
P1 0.252 -0.769 1.483
C1 0.674 -1.080 -1.139
C2 0.891 0.898 1.915
C3 0.876 -0.309 -2.544
C4 -1.511 -0.132 1.474
H1 -2.036 -0.717 2.164
H2 1.999 0.770 2.168
H3 0.361 1.178 2.812
H4 0.943 -0.882 -3.444
H5 -0.108 -1.850 -1.391
H6 1.979 0.060 -2.516
H7 -1.453 0.969 1.673
H8 -1.844 -0.171 0.406
H9 0.767 1.463 1.001
H10 1.612 -1.555 -1.042
H11 0.578 1.673 -1.888

Force components x, y, z for each atom (eV/Å):
S 0.32 0.91 1.08
P -0.37 0.20 -2.52
C -1.68 -0.25 -1.29
C 2.72 -1.58 -0.05
C 2.96 0.64 2.21
C 1.64 1.53 -2.52
H -1.33 -0.54 0.82
H -1.37 0.55 -0.40
H -0.18 0.58 0.00
H -0.62 -1.31 -0.18
H 0.54 0.61 1.00
H -1.76 -0.27 0.03
H -0.46 -1.09 0.30
H -0.25 -0.46 1.10
H -0.14 0.77 0.37
H 0.95 -0.85 0.66
H -0.99 0.56 -0.62

Computed properties:
HOMO-LUMO gap   8.08 eV
LUMO energy   -0.0120 Eh
Relative energy (zero: lowest compared OMol25 entry of this formula, charge and spin)   3.922 eV
Highest occupied orbital energy   -8.408 eV
Energy   -24446.4493 eV

---

No. 3
Formula: C4H11PS
Source: the OMol25 dataset
Level of theory: ωB97M-V/def2-TZVPD

Element x y z (Å)
S1 2.848 0.567 -1.724
P1 0.802 -0.482 -1.413
C1 -0.346 1.665 0.163
C2 0.727 -0.409 1.226
C3 -1.461 -0.799 -0.005
C4 -0.095 0.047 0.087
H1 -0.902 1.845 1.092
H2 1.255 -1.262 0.859
H3 0.297 -0.461 2.303
H4 1.589 0.405 1.288
H5 -1.067 1.892 -0.709
H6 -1.943 -0.663 -0.981
H7 -2.019 -0.337 0.847
H8 -1.293 -1.851 0.236
H9 -0.153 -0.515 -2.324
H10 1.110 -1.763 -1.044
H11 0.653 2.120 0.098

Force components x, y, z for each atom (eV/Å):
S -3.62 -1.67 0.29
P 5.35 3.16 1.50
C -1.12 -2.70 -1.74
C 2.52 2.57 2.09
C 0.95 1.82 1.21
C -2.44 1.00 -0.70
H 0.42 0.16 -0.12
H 0.32 -1.18 0.97
H 0.32 -0.21 -2.13
H -1.47 -1.68 0.19
H 1.38 0.20 1.25
H -0.19 -0.07 0.48
H -0.25 -0.62 -0.89
H 0.03 0.08 -0.21
H -1.31 -0.16 -1.85
H -0.23 -0.94 -0.31
H -0.66 0.23 -0.03

Computed properties:
HOMO-LUMO gap   8.54 eV
LUMO energy   0.0140 Eh
Relative energy (zero: lowest compared OMol25 entry of this formula, charge and spin)   1.872 eV
Highest occupied orbital energy   -8.158 eV
SMILES   CC(C)(C)[PH2]=S
Energy   -24448.4994 eV

---

No. 4
Formula: C4H11PS2
Source: the OMol25 dataset
Level of theory: ωB97M-V/def2-TZVPD

Element x y z (Å)
S1 -2.558 -0.748 -2.528
S2 -3.529 1.032 0.158
P1 -1.870 0.014 -0.643
C1 2.869 1.072 1.456
C2 -2.111 -1.611 0.088
C3 2.463 -0.033 0.441
C4 1.490 0.063 -0.448
H1 3.087 -0.878 0.801
H2 3.889 1.504 1.207
H3 1.140 1.078 -0.665
H4 -1.158 -2.265 -0.045
H5 -2.181 -1.480 1.120
H6 -3.027 -2.179 -0.177
H7 2.873 0.795 2.446
H8 2.185 1.977 1.305
H9 -2.816 2.075 -0.148
H10 -2.145 0.426 -3.266
H11 1.399 -0.839 -1.102

Force components x, y, z for each atom (eV/Å):
S 0.87 2.20 -1.15
S -0.42 -0.71 0.21
P -0.20 -0.55 -1.02
C -0.41 2.84 -4.31
C 1.27 -2.25 -0.50
C 1.37 0.76 3.35
C 1.57 -0.89 -0.86
H -0.94 -0.35 -1.32
H -0.90 -0.76 0.26
H -0.49 -0.76 -0.08
H -1.70 1.07 -0.14
H -0.04 0.31 1.95
H 0.59 0.37 -0.31
H -0.14 -0.93 2.20
H 0.71 -1.13 0.46
H 0.15 1.37 0.01
H -0.66 -1.80 0.94
H -0.64 1.21 0.30

Computed properties:
HOMO-LUMO gap   9.55 eV
LUMO energy   0.0255 Eh
Relative energy (zero: lowest compared OMol25 entry of this formula, charge and spin)   1.595 eV
Highest occupied orbital energy   -8.851 eV
SMILES   CP(S)S.C=CC
Energy   -35284.4993 eV